# 1
# C33H34BF4N7O2PRuS

A structure of composition C33H34BF4N7O2PRuS (ωB97M-V with the def2-TZVPD basis set, OMol25).

XYZ file:
```
84
Properties=species:S:1:pos:R:3:forces:R:3
Ru 0.89320 -0.76321 0.03186 -0.34 0.23 0.03
C 3.75947 -0.46076 1.96657 0.03 0.04 0.01
C 3.99111 -0.38522 0.49487 -0.01 -0.01 0.03
C 5.32289 -0.13974 0.06942 0.00 -0.01 0.01
C 5.64938 -0.19116 -1.24500 -0.03 -0.01 0.00
C 4.65614 -0.55217 -2.18346 0.02 0.01 0.01
C 4.93234 -0.68925 -3.56112 0.02 0.00 -0.01
C 3.94718 -1.07172 -4.42826 -0.01 0.00 0.00
C 2.65954 -1.35257 -3.94537 0.03 0.00 -0.01
C 2.36325 -1.22197 -2.60866 -0.09 -0.02 -0.02
S 0.79481 -1.65766 -1.98099 -0.02 -0.18 -0.12
C 3.35495 -0.78231 -1.70240 0.05 0.03 0.01
N 3.01641 -0.61548 -0.36958 -0.04 -0.02 0.00
H 4.31470 0.31935 2.48569 0.00 0.01 0.01
H 4.11924 -1.43142 2.31830 0.01 0.01 0.00
H 2.71930 -0.41277 2.24041 -0.06 -0.01 -0.01
H 6.06279 0.08252 0.82581 0.00 0.00 0.00
H 6.65864 0.01068 -1.58280 0.00 0.00 0.00
H 5.93823 -0.49175 -3.91054 0.00 0.00 0.00
H 4.15631 -1.17551 -5.48448 0.00 0.00 0.00
H 1.88495 -1.68890 -4.62284 0.00 0.00 0.00
N 0.63524 0.56607 1.78737 0.14 0.11 0.05
C 1.35091 1.80841 1.63150 -0.10 -0.02 0.03
C 1.93456 2.46863 2.69620 0.05 0.05 -0.02
C 2.55018 3.69369 2.47272 -0.01 -0.03 0.01
C 2.55187 4.25781 1.20522 0.01 0.01 -0.01
C 1.95606 3.58997 0.14410 0.03 -0.02 -0.01
C 1.37183 2.34631 0.34828 -0.03 0.07 -0.01
P 0.54929 1.30231 -0.89784 0.19 -0.05 0.14
C -1.19655 1.84971 -0.87354 0.08 0.09 -0.01
C -2.10273 1.00020 -1.63391 -0.03 0.02 0.01
C -3.46469 1.12449 -1.35914 -0.02 -0.04 -0.01
C -4.06031 2.10549 -0.59122 -0.01 -0.03 -0.03
C -3.33688 3.34081 -0.30148 0.13 0.09 0.03
C -1.40843 3.42271 -0.85497 0.00 -0.08 -0.01
C 1.24549 1.78992 -2.49159 -0.03 0.03 -0.01
C 2.60923 2.06052 -2.61721 -0.03 -0.02 -0.02
C 3.14144 2.38514 -3.85342 0.00 0.01 0.01
C 2.31706 2.44554 -4.96951 0.01 0.01 -0.01
C 0.96074 2.18697 -4.84712 -0.01 0.00 0.01
C 0.41926 1.85870 -3.61163 0.03 0.00 0.00
H -0.35420 0.82103 1.83307 -0.02 -0.03 -0.07
H 0.86006 0.06414 2.64942 0.00 -0.01 0.00
H 1.90110 2.03471 3.68812 0.00 -0.01 0.00
H 3.01605 4.21610 3.29779 0.00 0.00 0.00
H 3.01762 5.22015 1.04079 0.00 0.00 0.00
H 1.96342 4.03195 -0.84427 0.00 0.00 0.00
H -1.72451 0.10948 -2.11797 0.00 -0.02 0.01
H -4.11226 0.34274 -1.75281 0.00 0.00 0.00
H -5.13162 2.11134 -0.44812 0.00 0.00 0.00
H -3.95804 4.13154 0.11162 -0.03 -0.02 -0.01
H -0.53468 4.05579 -1.02445 -0.01 0.00 -0.01
H 3.25526 2.02013 -1.74883 0.01 0.00 0.01
H 4.20016 2.59123 -3.94596 0.00 0.00 0.00
H 2.73415 2.70283 -5.93484 0.00 0.00 0.00
H 0.31497 2.24536 -5.71340 0.00 0.00 0.00
H -0.64242 1.66298 -3.50866 0.00 0.01 -0.02
O -2.56862 3.87061 -1.46714 -0.07 0.01 0.01
N -1.98699 3.29909 0.48323 -0.04 -0.02 -0.01
O -1.54528 1.92448 0.61091 -0.04 0.03 0.02
F 0.15597 -3.50633 3.20637 0.01 0.01 0.01
B 1.19783 -2.64875 2.97942 -0.16 0.10 0.03
F 1.16746 -2.28805 1.53662 0.34 -0.28 -0.10
F 1.00320 -1.42096 3.66684 0.03 -0.03 0.04
F 2.43959 -3.16545 3.24493 0.02 -0.01 -0.01
C -3.74397 -3.29230 3.50143 0.01 0.01 0.00
C -4.32159 -1.94440 3.08010 0.00 0.01 0.00
C -3.55214 -0.79483 3.72591 0.00 0.00 0.01
C -4.38666 -1.80175 1.55756 -0.01 0.00 -0.01
N -3.06489 -1.83521 0.94524 -0.02 0.02 0.04
C -2.19147 -0.84634 0.81799 0.05 0.01 -0.09
N -1.08615 -1.36744 0.32695 -0.05 0.01 0.02
N -1.32001 -2.68944 0.13728 0.04 0.01 0.07
N -2.50011 -2.97489 0.51420 -0.03 -0.02 -0.08
H -3.80236 -3.40325 4.58469 0.00 0.00 0.00
H -2.69143 -3.37864 3.22211 -0.01 -0.01 0.00
H -4.28448 -4.12245 3.04424 0.00 0.00 0.00
H -5.36477 -1.88758 3.40744 0.00 0.00 0.00
H -2.48243 -0.87364 3.51304 -0.01 0.01 0.00
H -3.66006 -0.83287 4.80998 0.00 0.00 0.00
H -3.90665 0.18013 3.38365 0.00 0.00 -0.01
H -4.84063 -0.85358 1.26701 0.00 0.00 0.01
H -4.95184 -2.61745 1.10987 0.00 0.00 0.00
H -2.39742 0.19960 1.00292 0.01 -0.04 0.05
```
Forces are in eV/Å.

Values from the calculation:
Orbital gap (spin up / spin down) ... 5.32 / 4.38 eV
Multiplicity ... 2
Energy above the lowest of the compared OMol25 structures with the same formula, charge and spin ... 81.34 kcal/mol
LUMO (spin up / spin down) ... -0.733 / -1.676 eV
HOMO energy (spin up / spin down) ... -0.22253 / -0.22253 Eh


# 2
# C33H34BrClI2N2O2PReSe3Si

A structure of composition C33H34BrClI2N2O2PReSe3Si (ωB97M-V with the def2-TZVPD basis set, OMol25).

XYZ file:
```
81
Properties=species:S:1:pos:R:3:forces:R:3
Re -0.48736 -0.94577 0.73012 -0.54 0.75 0.37
Se 1.39147 0.82418 0.39302 0.03 -0.07 -0.13
P 2.71012 -0.90324 0.25119 0.04 0.10 -0.01
Se 1.31524 -2.56755 -0.07897 0.08 -0.04 -0.01
C 3.64073 -1.18203 1.77403 0.00 -0.03 0.04
C 3.93518 -0.10668 2.60721 -0.02 0.02 -0.01
C 4.64132 -0.31760 3.78211 0.01 -0.02 0.02
C 5.05156 -1.59794 4.12707 0.00 0.01 0.00
C 4.75950 -2.67287 3.29679 0.00 0.00 0.00
C 4.05187 -2.46805 2.12269 0.01 -0.02 -0.02
C 3.89270 -0.73770 -1.09397 0.04 0.00 0.00
C 5.19088 -1.22674 -0.97888 0.02 0.00 0.02
C 6.06035 -1.13106 -2.05584 0.00 0.01 -0.02
C 5.63742 -0.54580 -3.23951 0.00 0.00 0.00
C 4.34345 -0.05055 -3.35293 0.02 0.00 -0.02
C 3.46973 -0.14683 -2.28490 -0.03 0.00 0.02
H 3.59833 0.88970 2.34857 0.00 -0.01 -0.01
H 4.86787 0.51911 4.42975 0.00 -0.01 0.00
H 5.60075 -1.75987 5.04562 0.00 0.00 -0.01
H 5.08161 -3.67082 3.56430 -0.01 0.00 0.00
H 3.80978 -3.30994 1.48431 -0.01 0.00 0.00
H 5.53123 -1.67115 -0.05240 -0.01 0.00 -0.01
H 7.07051 -1.50774 -1.96609 -0.01 0.00 0.00
H 6.31975 -0.46691 -4.07571 0.00 0.00 0.01
H 4.02271 0.41900 -4.27376 0.00 0.00 0.01
H 2.46416 0.25219 -2.35830 0.01 -0.01 0.00
Cl -0.27806 1.17243 7.34052 0.00 0.00 0.00
C -0.66363 0.98359 5.66517 0.00 0.00 -0.03
C -1.51940 1.85658 5.06019 -0.01 -0.01 0.01
C -1.85524 1.73107 3.69357 0.00 -0.02 -0.01
I -3.18143 3.08421 2.86185 -0.01 -0.01 -0.03
C -1.31221 0.72350 2.92891 0.02 0.08 0.21
O -1.54157 0.52443 1.64112 0.48 -0.33 -0.33
C -0.42542 -0.17667 3.57034 -0.02 -0.03 -0.05
N 0.06493 -1.16262 2.76061 0.05 -0.23 0.10
C 0.84645 -2.09148 3.29062 -0.04 0.04 0.04
C 1.22895 -2.06718 4.63455 -0.02 0.02 -0.01
C 0.77647 -1.06320 5.45033 0.04 -0.03 0.02
C -0.08926 -0.08497 4.92938 -0.02 0.04 0.03
H -1.95492 2.66103 5.63626 0.01 0.00 0.00
H 1.17995 -2.87345 2.62512 0.02 -0.01 0.01
H 1.87974 -2.84514 5.00647 0.00 0.01 0.00
H 1.06447 -1.01894 6.49216 -0.01 0.00 -0.01
C -4.00425 -1.61826 -1.94250 -0.01 0.00 -0.03
Si -4.11153 -1.93647 -0.09908 -0.07 0.02 -0.14
C -5.27873 -3.34165 0.26256 0.00 -0.03 0.00
C -4.57808 -0.39105 0.82078 0.04 -0.01 0.03
Se -2.05634 -2.73735 0.67488 -0.02 -0.28 0.08
H -4.99579 -1.41684 -2.35496 -0.04 -0.01 0.07
H -3.60325 -2.48891 -2.46818 -0.04 0.02 -0.01
H -3.38040 -0.74786 -2.15879 -0.18 -0.02 0.01
H -6.25988 -3.15068 -0.17918 0.01 0.03 0.01
H -5.41457 -3.46801 1.33807 0.01 -0.02 0.00
H -4.90533 -4.28353 -0.14319 -0.01 0.01 0.00
H -5.56003 -0.04155 0.49078 0.01 -0.01 -0.02
H -3.85523 0.41069 0.66360 -0.04 -0.04 0.07
H -4.63169 -0.58051 1.89465 0.01 0.02 0.01
Br 0.28538 3.84594 -1.87853 0.00 -0.03 0.00
C -1.28006 4.63040 -2.60189 0.01 0.02 -0.02
C -1.12466 5.76515 -3.38767 0.00 -0.01 0.02
C -2.23557 6.38565 -3.93242 -0.01 0.01 -0.01
C -3.50271 5.87398 -3.69358 0.00 0.01 -0.01
C -3.65641 4.74142 -2.91224 -0.01 -0.02 0.00
C -2.54610 4.10999 -2.36120 0.04 0.02 -0.04
I -2.84678 2.41962 -1.18404 -0.05 0.06 -0.02
H -0.13226 6.15677 -3.56247 -0.01 0.00 0.00
H -2.10760 7.27047 -4.54126 0.00 0.00 0.00
H -4.37574 6.35632 -4.11236 0.01 0.00 0.00
H -4.64301 4.34074 -2.72330 0.01 0.00 0.00
C -1.22543 -1.75930 -4.55844 0.05 0.01 0.04
N -0.97583 -0.82794 -3.46781 0.08 -0.02 -0.01
C -0.58196 0.53065 -3.82471 -0.05 -0.02 -0.03
C -1.07394 -1.21725 -2.22040 0.21 0.06 0.08
O -0.91971 -0.43859 -1.24593 -0.09 -0.03 -0.26
H -2.09799 -1.43803 -5.12708 0.00 0.00 0.00
H -1.40102 -2.75569 -4.15930 -0.02 0.00 -0.01
H -0.35971 -1.79024 -5.21950 0.00 0.00 0.00
H -1.26596 0.91257 -4.58187 -0.01 0.02 0.02
H 0.43012 0.51706 -4.23400 -0.02 0.01 -0.01
H -0.61908 1.16387 -2.94518 0.04 0.02 0.02
H -1.29953 -2.27210 -2.05694 0.03 -0.01 -0.01
```
Forces are in eV/Å.

Values from the calculation:
Total charge ... +1
Orbital gap (spin up / spin down) ... 5.81 / 6.08 eV
Multiplicity ... 2
Energy above the lowest of the compared OMol25 structures with the same formula, charge and spin ... 0.50 kcal/mol
LUMO (spin up / spin down) ... -4.314 / -3.914 eV
HOMO energy (spin up / spin down) ... -0.37210 / -0.36723 Eh


# 3
# C33H34CoFGeNO3S4

A structure of composition C33H34CoFGeNO3S4 (ωB97M-V with the def2-TZVPD basis set, OMol25).

XYZ file:
```
78
Properties=species:S:1:pos:R:3:forces:R:3
Co 0.59689 1.25466 0.22503 0.99 0.20 -1.15
C -6.48062 -0.35998 -1.18788 0.00 0.02 0.00
C -6.32946 0.92005 -0.38277 -0.03 -0.03 -0.01
C -7.12831 2.06190 -0.98657 0.04 0.00 -0.01
C -7.02901 3.28713 -0.09992 -0.06 0.00 -0.01
C -5.59235 3.65969 0.11248 0.12 0.00 0.05
C -5.23701 4.96084 0.38349 0.00 -0.03 0.00
C -3.90460 5.30326 0.60046 0.03 -0.04 0.01
F -3.61223 6.57541 0.86454 0.01 0.01 0.00
C -2.90354 4.37601 0.55016 -0.06 0.01 -0.03
C -3.23327 3.04803 0.25112 -0.03 -0.05 0.05
C -2.18126 2.05438 0.17632 -0.14 -0.10 -0.03
O -0.99563 2.35862 0.51305 0.09 -0.09 0.53
C -2.58331 0.76100 -0.23286 -0.14 0.09 0.11
C -3.92305 0.45689 -0.37565 0.09 0.03 0.04
N -4.89272 1.34834 -0.25766 -0.02 -0.02 0.00
C -4.57544 2.68294 0.03468 0.00 0.04 -0.03
C -1.54895 -0.25672 -0.41680 0.29 -0.56 0.23
O -1.71439 -1.43050 0.08355 -0.27 0.36 -0.06
O -0.45688 0.03031 -0.94344 -0.23 0.22 -0.50
H -7.53986 -0.50156 -1.39480 0.00 -0.02 0.02
H -6.14258 -1.24760 -0.65487 0.01 -0.01 0.00
H -5.96266 -0.29312 -2.14598 -0.01 0.01 -0.02
H -6.68103 0.74844 0.63919 0.02 0.03 0.00
H -8.16498 1.74394 -1.08568 0.01 -0.01 0.00
H -6.74948 2.27825 -1.98957 -0.03 -0.01 -0.02
H -7.48997 3.07352 0.86979 -0.02 0.02 -0.01
H -7.56952 4.13116 -0.52612 0.01 0.00 -0.01
H -5.99092 5.73625 0.42894 0.00 0.01 0.01
H -1.87736 4.65766 0.72403 0.00 0.00 0.02
H -4.21601 -0.55643 -0.60015 0.01 -0.01 -0.02
C 3.87666 1.52126 1.05676 0.02 -0.02 0.16
C 3.67020 0.23000 0.28773 0.07 0.02 -0.07
S 2.34001 0.23596 -0.92624 -0.02 -0.07 0.41
C 2.85926 1.40020 -2.21987 -0.01 -0.02 0.01
C 2.71319 2.88407 -1.91955 -0.02 0.00 0.07
S 1.07499 3.20942 -1.21332 -0.14 -0.12 -0.13
C 1.41096 4.39704 0.09824 0.01 0.01 -0.05
C 2.45143 3.98241 1.13126 0.00 -0.02 0.12
S 2.32355 2.25250 1.68430 -0.34 0.00 0.13
H 4.39305 2.27727 0.47013 -0.02 -0.04 -0.07
H 4.49632 1.30645 1.92731 0.03 0.07 -0.01
H 3.37876 -0.57816 0.96179 0.03 -0.01 0.00
H 4.59870 -0.07164 -0.19951 -0.01 -0.02 0.01
H 2.22842 1.12456 -3.06631 0.02 -0.02 -0.01
H 3.88751 1.14726 -2.48232 -0.02 0.00 -0.05
H 2.80058 3.44747 -2.84822 0.05 0.00 0.01
H 3.48484 3.24146 -1.24232 -0.02 -0.01 0.03
H 0.43627 4.51870 0.56924 0.00 0.02 0.00
H 1.69272 5.35274 -0.34428 -0.02 0.01 0.02
H 2.32444 4.60204 2.01845 0.04 0.01 -0.01
H 3.47083 4.13728 0.78296 -0.02 0.01 -0.03
Ge -0.21080 -2.62386 0.02087 -0.36 -1.66 -0.93
C -0.68883 -3.71286 1.52768 -0.11 0.21 0.27
C -1.99924 -4.12923 1.75995 -0.02 0.05 -0.09
C -2.31677 -4.83506 2.90819 -0.05 -0.07 0.03
C -1.33108 -5.12652 3.84189 0.03 0.01 0.01
C -0.02090 -4.72878 3.61649 -0.03 -0.06 0.04
C 0.29493 -4.02882 2.46222 0.10 -0.03 -0.06
C -0.54273 -3.37433 -1.72226 0.04 -0.03 -0.06
C -1.82444 -3.61336 -2.21879 -0.04 0.09 0.11
C -2.00171 -4.28305 -3.41706 -0.03 -0.02 -0.06
C -0.89916 -4.72581 -4.13613 -0.01 -0.01 -0.01
C 0.37984 -4.48626 -3.66020 0.01 -0.01 -0.05
C 0.55363 -3.81270 -2.46010 0.10 0.02 0.03
H 1.31666 -2.45382 0.09137 -0.07 0.75 0.12
H -2.77778 -3.91163 1.03738 0.00 0.03 0.02
H -3.33350 -5.16394 3.07691 -0.01 0.00 0.00
H -1.58315 -5.67212 4.74126 0.00 0.00 0.00
H 0.74974 -4.96414 4.33811 0.01 -0.03 -0.01
H 1.32776 -3.74563 2.28273 -0.01 0.08 0.04
H -2.69512 -3.28166 -1.66385 -0.01 -0.02 0.01
H -2.99946 -4.46896 -3.79184 -0.01 -0.01 0.01
H -1.03963 -5.26251 -5.06464 0.00 0.02 -0.02
H 1.23958 -4.82464 -4.22261 0.01 -0.01 0.01
H 1.56107 -3.63786 -2.09552 0.00 0.00 0.00
S -0.41179 -0.51449 3.05652 0.40 -0.19 -0.47
C 0.23811 -0.39384 1.69106 -0.22 1.00 1.34
```
Forces are in eV/Å.

Values from the calculation:
Total charge ... +2
Orbital gap (spin up / spin down) ... 7.26 / 7.06 eV
Multiplicity ... 2
Energy above the lowest of the compared OMol25 structures with the same formula, charge and spin ... 35.60 kcal/mol
LUMO (spin up / spin down) ... -6.202 / -6.399 eV
HOMO energy (spin up / spin down) ... -0.49454 / -0.49451 Eh


- Which formula does entry 3 have?
  C33H34CoFGeNO3S4